C32H30BCl3F4HfN4O3S5 as an isolated structure. Source: the OMol25 dataset; level of theory: wB97M-V/def2-TZVPD.

```
83
Properties=species:S:1:pos:R:3:forces:R:3
Hf 0.70165 0.66792 0.29514 -0.9602 -0.0069 -0.1383
Cl 3.81288 2.02776 -1.73301 0.0275 0.0003 0.1013
Cl 2.39153 4.40204 -6.35322 0.0062 0.0053 -0.0174
Cl -1.35027 3.28093 -2.64120 -0.0353 -0.0197 -0.0115
S 0.47262 2.72684 2.09767 0.1307 -0.1566 0.2390
S -2.10691 4.51613 0.54463 0.0188 0.0421 0.0360
S -3.22553 4.64752 3.29777 -0.0771 -0.0259 -0.0027
S -3.49288 4.01198 6.19399 -0.0244 -0.0711 -0.0604
S -1.23307 3.01566 4.50936 0.0297 -0.0580 0.0005
F 4.90309 1.11199 1.29931 0.0779 -0.0436 -0.0420
F 3.83563 2.92043 2.19276 -0.0056 0.0484 0.0262
F 2.58830 1.23168 1.18897 0.1598 0.0991 0.0389
F 3.66262 0.86843 3.21838 -0.0073 -0.0240 0.0273
O 0.92534 2.28673 -1.08003 0.5241 -0.0709 0.0603
O 1.42134 -5.76064 0.37301 -0.0894 0.0582 -0.1049
O -1.23882 -6.48473 0.65964 0.2135 0.0164 -0.0158
N -0.31466 -4.54079 -0.37781 0.0375 -0.2014 -0.0200
N 0.39243 -1.24212 1.14305 0.3507 -0.0361 0.0869
N 2.05308 -1.04392 -0.38800 -0.0479 0.0514 -0.0456
N -0.03521 -0.05819 -1.88321 -0.0296 -0.1752 0.1308
C 0.96929 -4.62386 0.12838 -0.0791 -0.1020 0.1645
C -0.45847 -0.61094 3.28906 -0.0407 0.0321 -0.0029
C -1.94694 4.10624 2.24312 0.0396 -0.0509 -0.0661
C -2.70542 3.87196 4.73737 0.0512 0.1718 0.1137
C -1.70771 -2.32620 1.99071 0.0549 -0.0410 -0.0006
C -0.30419 -1.78284 2.31638 -0.0654 0.0182 -0.0894
C -2.61579 1.08930 1.10514 -0.0427 -0.1297 -0.0527
C 1.95933 3.76280 -4.78247 -0.0067 0.0096 -0.0220
C -1.75335 -0.82652 -3.32524 -0.0224 0.0335 0.0171
C -1.33764 -0.28028 -2.10555 -0.0403 0.0448 -0.1031
C -2.25459 0.11989 -1.02182 -0.0454 -0.0021 0.0209
C 3.31295 -1.20540 -0.01705 0.0464 0.0524 0.0131
C -3.98720 0.95857 0.95209 -0.0015 0.0247 0.0483
C 0.48170 -2.86723 3.06984 0.0279 -0.0043 -0.0041
C -0.57457 5.42748 0.24285 0.0102 0.0009 -0.0058
C 3.84970 -2.33930 0.57135 -0.0295 -0.0010 -0.0046
C 0.50502 -0.77564 -4.09402 -0.0047 0.0210 0.0219
C 1.06703 -2.04109 0.08124 -0.0805 -0.0114 0.0721
C -1.06519 -5.75998 -0.54017 0.0074 0.1363 -0.1000
C 0.63794 3.78941 -4.37696 0.0125 0.0039 -0.0108
C -0.98725 3.33015 2.80057 -0.0706 0.1223 -0.1525
C -3.63646 -0.01879 -1.19327 0.0099 -0.0018 0.0293
C 2.58871 2.73096 -2.72672 0.0082 0.0238 -0.0718
C 0.85456 -0.28426 -2.85281 0.0257 -0.0342 -0.0805
C 3.01997 -3.46471 0.65544 0.0059 -0.0078 0.0082
C 2.94036 3.23045 -3.96903 -0.0233 -0.0104 0.0377
C 0.30940 3.28371 -3.13396 0.0541 -0.0330 0.0296
C -4.50872 0.39728 -0.20597 -0.0095 -0.0101 -0.0273
C -1.68619 0.67823 0.13971 0.2923 0.1824 -0.0540
C 1.69015 -3.39101 0.34584 -0.0089 0.0557 -0.0738
C -0.83118 -1.07430 -4.31870 0.0196 -0.0067 0.0053
C 1.26362 2.74409 -2.23836 -0.2229 0.0287 -0.0541
B 3.82521 1.55632 2.04436 -0.0738 0.0670 -0.0501
H -0.53777 6.33788 0.83834 0.0002 -0.0010 0.0069
H -0.99828 -0.92231 4.18766 0.0091 -0.0132 0.0007
H 1.52228 -2.56446 3.19573 0.0091 0.0186 -0.0023
H -0.13342 4.19048 -5.01852 -0.0037 0.0011 -0.0011
H -0.54937 -6.38621 -1.27673 -0.0109 0.0165 0.0404
H 3.43200 -4.44180 0.88471 -0.0065 -0.0073 -0.0026
H 1.88689 -0.08422 -2.60247 -0.0063 -0.0070 0.0274
H -0.58321 5.67953 -0.81749 -0.0170 -0.0003 -0.0023
H 3.97186 3.19557 -4.28864 0.0035 0.0014 -0.0050
H -0.31527 -6.61956 0.94295 -0.1130 -0.0299 0.0753
H -2.79660 -1.04707 -3.49037 0.0022 0.0117 -0.0123
H 1.26521 -0.93355 -4.84551 0.0000 -0.0043 -0.0072
H -1.65182 -3.25380 1.41921 -0.0020 0.0011 -0.0020
H 0.27907 4.78627 0.45666 -0.0053 0.0174 -0.0121
H 4.90010 -2.37145 0.81795 0.0052 -0.0060 0.0037
H 3.96861 -0.36785 -0.22416 -0.0079 0.0029 0.0070
H -4.65052 1.29938 1.74019 -0.0033 0.0004 -0.0017
H 0.51986 -0.22205 3.57881 0.0165 -0.0245 0.0037
H -1.15175 -1.49436 -5.26443 -0.0012 0.0045 -0.0096
H -2.28418 -1.58934 1.43246 -0.0258 0.0138 -0.0184
H 0.46331 -3.83495 2.57357 -0.0016 -0.0315 -0.0466
H 0.03106 -2.99497 4.05919 0.0175 -0.0109 0.0002
H -5.57863 0.29164 -0.34115 -0.0021 0.0015 0.0062
H -2.05678 -5.50919 -0.91687 0.0178 0.0215 0.0104
H 0.35939 -2.18538 -0.75277 0.0049 0.0184 0.0309
H -1.02093 0.20063 2.83051 0.0259 -0.0233 0.0359
H -4.04818 -0.44050 -2.10195 0.0023 -0.0157 0.0039
H -2.26782 1.52202 2.03010 -0.0067 0.0179 0.0046
H -2.24773 -2.56485 2.91204 0.0037 0.0197 0.0135
H -0.80462 -3.66569 -0.32761 -0.0025 -0.0082 0.0085
```
Forces are in eV/Å.

The value obtained for the calculated total energy is -5526.5252 Ha. Its spin multiplicity is 1. As for the LUMO energy: 3.671 eV. The value obtained for the orbital gap is 5.8 eV. As for the total charge: -2. The max |F| is 1.0 eV/A. Its HOMO energy is -2.1616 eV.

---

A single C3H4N2O molecule in a non-equilibrium geometry. Source: the OMol25 dataset; level of theory: wB97M-V/def2-TZVPD.

```
10
Properties=species:S:1:pos:R:3:forces:R:3
O -1.89037 0.38293 0.65774 0.0965 -0.2328 0.3637
N 1.08706 -1.32070 0.12006 -0.2261 -0.0848 0.4543
N -0.16334 -1.36325 0.32362 0.5792 -0.3424 0.6489
C 1.51069 0.01448 0.01705 0.0615 0.2929 0.0209
C -0.69241 -0.01912 0.11660 0.1002 -0.3862 -0.6193
C 0.46945 0.86880 0.06552 0.1174 -0.2687 -0.1573
H 2.56714 0.21054 -0.10128 -0.1126 0.0285 0.0270
H -0.81184 -0.49481 -0.90743 -0.5298 1.2244 -0.5582
H -2.29081 -0.38306 1.08862 -0.0524 0.0435 -0.0552
H 0.46302 1.95204 0.04455 -0.0339 -0.2743 -0.1248
```
Forces are in eV/Å.

The value obtained for the calculated total energy is -301.3744 Ha. Its spin multiplicity is 1. As for the LUMO energy: 0.145 eV. The value obtained for the orbital gap is 9.9 eV. The max |F| is 1.4 eV/A. Its HOMO energy is -9.7908 eV. Its SMILES is O[C@H]1C=CN=N1.